# 1
Below is a molecular structure, C38H55BN14O9S6Zr, with properties calculated with ωB97M-V/def2-TZVPD.

The calculated total energy comes out at -5386.13774 Ha. The calculation puts the largest force on an atom at 0.4 eV/Å. The energy relative to the best compared isomer or geometry (same formula, charge and spin) comes out at 0.0 kJ/mol. As for the spin multiplicity: 1. As for the LUMO energy: 0.07 eV.

```
124
Properties=species:S:1:pos:R:3:lowdin_charge:R:1
Zr 0.66064 0.34334 0.12313 1.3983
C 3.77455 -1.40926 4.69439 -0.0387
C 2.96422 -0.11362 4.73392 -0.5296
C 3.13794 0.53968 6.10307 -0.0518
C 3.43071 0.88109 3.67671 -0.0363
N 1.51504 -0.47159 4.55511 0.0347
C 0.57311 -0.38661 5.56426 -0.0231
C -0.53906 -1.00818 5.13185 -0.0438
N -0.29953 -1.47561 3.85986 0.0268
B -1.40642 -2.28350 3.13188 -0.5842
N -2.58460 -1.40571 2.66681 0.0250
C -3.85397 -1.93731 2.60870 -0.0474
C -4.69636 -0.95868 2.23821 -0.0369
N -3.94672 0.19789 2.08724 0.0155
C -2.63835 -0.10976 2.29765 -0.6365
S -1.26644 0.90231 2.11222 0.7687
C -4.55813 1.51329 1.71948 -0.5287
C -3.92279 2.68049 2.47509 -0.0725
C -6.04027 1.48416 2.09770 -0.0473
C -4.39565 1.68123 0.21338 -0.0492
N -0.87959 -3.21903 2.01225 0.0226
C -0.37163 -4.45171 2.35542 -0.0478
C -0.06378 -5.10421 1.22483 -0.0512
N -0.38509 -4.27159 0.16030 0.0110
C -0.86516 -3.09723 0.67136 -0.6447
S -1.31860 -1.70114 -0.22081 0.6380
C -0.33967 -4.83729 -1.23020 -0.5331
C -1.25410 -6.06811 -1.24193 -0.0307
C -0.81944 -3.89971 -2.33413 -0.0820
C 1.10523 -5.24666 -1.52507 -0.0214
C 0.94608 -1.11734 3.50831 -0.6230
S 1.65745 -1.45448 1.97496 0.7169
H 4.82533 -1.17895 4.87548 0.0899
H 3.69168 -1.89649 3.72474 0.0432
H 3.43433 -2.09921 5.46992 0.0904
H 4.18901 0.80369 6.21110 0.0919
H 2.88081 -0.13354 6.92230 0.0842
H 2.55491 1.45810 6.18256 0.0967
H 4.46935 1.13847 3.89458 0.0942
H 2.82370 1.78435 3.71055 0.0712
H 3.37586 0.46932 2.67427 0.0419
H 0.76368 0.10745 6.49567 0.1145
H -1.48777 -1.15635 5.61599 0.1291
H -1.86469 -3.02817 3.96800 0.1257
H -4.04495 -2.96625 2.85581 0.1249
H -5.75921 -0.98522 2.10361 0.1115
H -3.93512 2.49747 3.55143 0.0962
H -4.51668 3.57084 2.26625 0.0771
H -2.90294 2.87541 2.16727 0.0157
H -6.17200 1.24670 3.15429 0.0963
H -6.62267 0.78418 1.49769 0.0777
H -6.45091 2.47632 1.91675 0.0920
H -3.32957 1.71348 -0.02364 0.0618
H -4.84431 2.61833 -0.11683 0.0731
H -4.86031 0.84649 -0.31683 0.0901
H -0.27989 -4.75319 3.38349 0.1286
H 0.33503 -6.09080 1.08589 0.1171
H -2.26348 -5.78837 -0.93821 0.0979
H -0.89873 -6.85625 -0.57878 0.0772
H -1.29994 -6.47438 -2.25227 0.0900
H -1.85793 -3.60553 -2.20191 0.0723
H -0.73607 -4.46011 -3.26837 0.0934
H -0.24079 -2.98407 -2.43602 0.0220
H 1.52609 -5.88460 -0.74858 0.0797
H 1.74580 -4.36876 -1.62272 0.0640
H 1.13566 -5.79705 -2.46607 0.0944
N 1.95496 -1.54959 -0.86828 -0.0903
C 2.88508 -1.09370 -1.91057 -0.3385
C 4.10383 -1.99651 -2.08643 -0.1265
C 4.91472 -1.76372 -3.36841 -0.1619
C 4.07082 -1.62467 -4.64250 -0.1634
N 3.57813 -0.25575 -4.77061 0.0836
C 2.37321 0.10448 -5.21514 -0.4779
N 1.58169 -0.72567 -5.90139 0.1895
N 1.96207 1.35907 -5.01605 0.1940
C 3.19382 0.38857 -1.65899 -0.5755
O 4.01910 0.97750 -2.35253 0.0459
O 2.50217 0.93702 -0.73004 -0.1642
H 2.46439 -2.02672 -0.12943 0.0167
H 1.26262 -2.19939 -1.22687 0.0226
H 2.32192 -1.10915 -2.84189 0.0593
H 3.73068 -3.02623 -2.10490 0.1071
H 4.76299 -1.91746 -1.21722 0.1302
H 5.59134 -2.60966 -3.49944 0.1146
H 5.54083 -0.87686 -3.26380 0.1148
H 3.22892 -2.32491 -4.60100 0.1164
H 4.67154 -1.88388 -5.51633 0.1213
H 3.98906 0.39446 -4.09735 0.1097
H 1.86894 -1.67830 -6.03136 0.1008
H 0.57362 -0.53140 -5.85023 -0.0122
H 2.35954 1.85891 -4.23152 0.1026
H 0.97121 1.53885 -5.14971 0.0508
O 1.14747 3.25797 3.08932 0.0755
C 1.08126 2.87298 1.94050 -0.5936
O 1.32386 1.64056 1.57329 -0.3261
C 0.78062 3.82763 0.82566 -0.0318
C 1.01724 5.16887 1.04781 0.0878
C 0.84700 6.08219 0.02232 -0.1326
C 0.47154 5.67816 -1.24061 0.0674
C 0.25429 4.33638 -1.45401 -0.0833
C 0.31731 3.36762 -0.42765 -0.2597
O -0.08761 2.13724 -0.60797 -0.2911
N -0.05553 3.94654 -2.82484 -0.3036
O -0.81691 4.64732 -3.46510 0.0850
O 0.50696 2.96388 -3.26867 0.0466
N 1.09497 7.50387 0.26589 -0.3551
O 0.97222 8.26849 -0.67287 0.0707
O 1.40550 7.83888 1.39199 0.0783
H 1.33834 5.49053 2.02808 0.1369
H 0.35649 6.39202 -2.04221 0.1379
S -3.00352 4.97078 -0.23015 0.7296
C -3.32257 4.26691 -1.61974 -0.7539
N -3.60180 3.79529 -2.65877 0.0825
S 0.15779 -0.09058 -2.66087 0.6467
C -1.25907 0.47293 -3.43026 -1.1858
N -2.22733 1.02762 -2.68345 -0.0506
C -3.52855 1.40595 -3.19676 -0.2001
C -3.59013 2.83650 -3.72108 -0.1621
S -1.41951 0.34083 -5.12003 0.5954
H -2.04983 1.09379 -1.69146 0.0820
H -4.26337 1.28361 -2.40164 0.1011
H -3.77846 0.72863 -4.01156 0.0858
H -4.50609 2.96597 -4.29882 0.1240
H -2.74268 3.03690 -4.37769 0.1039
```



# 2
Below is a molecular structure, C38H55ClOP4Zr in a non-equilibrium geometry, with properties calculated with ωB97M-V/def2-TZVPD.

The calculated total energy comes out at -3428.23885 Ha. The calculation puts the largest force on an atom at 7.8 eV/Å. The charge is +2. As for the spin multiplicity: 1. As for the LUMO energy (alpha / beta): -6.79 / -6.79 eV.

```
100
Properties=species:S:1:pos:R:3:lowdin_charge:R:1
P 0.29265 -3.08942 1.61759 1.1193
C -0.35610 -3.31359 3.24847 -0.3679
C -1.23778 -4.38957 3.48944 -0.0858
H -1.61863 -4.97637 2.64635 0.1097
C -1.57321 -4.70972 4.80475 -0.0618
H -2.20975 -5.57505 5.00201 0.1161
C -1.07974 -3.94057 5.86905 -0.0488
H -1.31841 -4.21385 6.89978 0.1177
C -0.27551 -2.81625 5.61643 -0.0598
H 0.10548 -2.20770 6.44559 0.1194
C 0.06959 -2.47695 4.31057 -0.0862
H 0.65640 -1.58169 4.07428 0.0765
C -0.80124 -3.66753 0.33027 -0.3563
C -2.15023 -3.24471 0.28415 -0.0867
H -2.58344 -2.69827 1.13195 0.1025
C -2.92972 -3.57361 -0.82538 -0.0721
H -3.97159 -3.25937 -0.85582 0.1118
C -2.41170 -4.34310 -1.87508 -0.0715
H -3.03670 -4.60044 -2.73732 0.1178
C -1.09388 -4.79822 -1.79433 -0.0780
H -0.69806 -5.44506 -2.57439 0.1145
C -0.28160 -4.47922 -0.70433 -0.0815
H 0.72676 -4.89951 -0.61205 0.1141
C 2.00639 -3.59111 1.36828 -0.3341
C 2.39325 -4.80682 1.96683 -0.0672
H 1.67130 -5.36670 2.57391 0.1181
C 3.68399 -5.29491 1.74832 -0.0508
H 3.97225 -6.24646 2.18645 0.1165
C 4.61440 -4.58698 0.97983 -0.0467
H 5.61920 -4.97488 0.79902 0.1206
C 4.24132 -3.36441 0.41653 -0.0635
H 4.93727 -2.78716 -0.19393 0.1148
C 2.94940 -2.87465 0.59087 -0.1062
H 2.66114 -1.92017 0.14539 0.0521
Zr -0.20194 1.07928 0.71818 0.9245
C -0.52141 1.10040 -1.78911 -0.0974
C -0.17074 0.04739 -2.53900 -0.3653
H -0.88129 1.99681 -2.30158 0.0320
C 0.40696 -1.14783 -1.77197 -0.3742
O 1.69453 -1.51062 -2.31258 -0.0179
H 1.95791 -2.37847 -1.96390 0.1041
C 0.56465 -0.69745 -0.40551 -0.2339
H -0.30498 -1.99179 -1.75740 0.1283
C 0.72658 -0.75285 0.87985 -0.3577
Cl -0.20641 1.12624 3.14199 0.0336
P 2.39954 1.84509 0.43445 0.7715
P -2.79096 1.43545 0.53538 0.7319
C 2.85670 3.22539 1.53848 -0.2375
H 2.89958 2.86201 2.57729 0.0584
H 2.07480 3.99474 1.45976 0.0075
H 3.83404 3.62454 1.22464 0.0620
C 3.81841 0.70432 0.54289 -0.2469
H 3.85430 0.05997 -0.34923 0.0456
H 3.72156 0.06578 1.43256 0.0458
H 4.75057 1.28452 0.61618 0.0628
C 2.57874 2.57080 -1.23312 -0.2402
H 1.74252 3.25859 -1.41177 0.0263
H 2.53993 1.76149 -1.97783 0.0379
H 3.53385 3.11346 -1.29962 0.0619
C -3.35361 3.01949 1.23170 -0.2400
H -3.58874 3.71296 0.41079 0.0525
H -2.54461 3.45019 1.84000 0.0315
H -4.24276 2.85081 1.85675 0.0593
C -3.62554 1.30807 -1.07967 -0.2611
H -3.35479 0.34308 -1.54231 0.0367
H -3.26367 2.12897 -1.72178 0.0463
H -4.71746 1.37667 -0.93913 0.0673
C -3.61636 0.17894 1.57597 -0.2517
H -2.99673 -0.01874 2.46824 0.0322
H -3.75380 -0.75115 1.00081 0.0301
H -4.58822 0.60133 1.87377 0.0578
P -0.29959 -0.05681 -4.35399 0.8890
C -0.95109 1.52694 -4.88350 -0.1690
C -1.41117 -1.41011 -4.65821 -0.1590
H -0.48423 2.36724 -4.34416 0.0684
H -2.03578 1.57980 -4.68379 0.0758
H -0.78605 1.66320 -5.96506 0.0785
H -1.04912 -2.30961 -4.15333 0.0612
H -1.49214 -1.57473 -5.73799 0.0775
H -2.38817 -1.16919 -4.23374 0.0709
C 1.28264 -0.39318 -5.09745 -0.1577
H 1.88802 0.51385 -5.18201 0.0786
H 1.13432 -0.82230 -6.09693 0.0781
H 1.81813 -1.07711 -4.43667 0.0477
H 1.57161 -0.75522 1.56538 0.0625
C -1.65076 6.21465 0.97210 -0.0457
C -0.31149 5.88718 0.30254 -0.6349
C -0.28207 6.42493 -1.13588 -0.0389
C 0.84106 6.47885 1.11939 -0.0475
C -0.14276 4.44361 0.32835 -0.1256
C -0.05693 3.22204 0.41603 -0.2722
H -1.78340 7.30219 1.04503 0.0981
H -1.66859 5.78991 1.98641 0.0932
H -2.48554 5.80091 0.38848 0.0766
H -0.41321 7.51619 -1.12114 0.0966
H 0.68308 6.20223 -1.61148 0.0868
H -1.09601 5.98913 -1.73162 0.0859
H 0.82343 6.05955 2.13595 0.0969
H 1.80452 6.25264 0.64013 0.0896
H 0.73666 7.56937 1.18951 0.0980
```